DFT (ωB97M-V with the def2-TZVPD basis set) results for a 2-piece molecular cluster, C4H14N2O overall.

## Properties
Gap between HOMO and LUMO (eV): 9.801
Relative energy (zero: lowest compared OMol25 entry of this formula, charge and spin) (kJ/mol): 248.11
HOMO (eV): -8.88

```
! RIJCOSX wB97M-V def2-TZVPD def2/J DEFGRID3
* xyz 0 1
C -0.233 -2.494 -0.272
C -0.078 -1.255 -1.256
N 1.244 -0.643 -1.333
C 1.279 0.634 -0.470
C 1.075 0.364 1.020
N -0.288 0.698 1.533
H 0.612 -3.151 -0.191
H -0.307 -2.237 0.761
H -1.175 -2.993 -0.587
H -0.318 -1.740 -2.269
H -0.906 -0.478 -1.120
H 1.827 -1.302 -0.975
H 2.375 0.933 -0.598
H 0.643 1.503 -0.827
H 1.852 1.048 1.364
H 1.338 -0.684 1.276
H -0.923 0.337 0.903
H -0.255 0.230 2.421
O -2.470 2.427 0.411
H -1.691 1.938 0.613
H -2.269 3.304 0.414
*
```

Here is what Löwdin gives for the atomic charges, in e: atom 1 (C): -0.10, atom 2 (C): -0.28, atom 3 (N): -0.07, atom 4 (C): -0.19, atom 5 (C): -0.27, atom 6 (N): 0.02, atom 7 (H): 0.06, atom 8 (H): 0.03, atom 9 (H): 0.08, atom 10 (H): 0.11, atom 11 (H): 0.12, atom 12 (H): 0.04, atom 13 (H): 0.12, atom 14 (H): 0.13, atom 15 (H): 0.10, atom 16 (H): 0.11, atom 17 (H): 0.01, atom 18 (H): 0.08, atom 19 (O): -0.01, atom 20 (H): -0.04, atom 21 (H): -0.02